Computed, not measured: a molecular structure, C30H37AsAuN6O5S, with ωB97M-V/def2-TZVPD.

Maximum force: 0.0176 Eh/bohr
DFT total energy: -4639.42713 hartree
HOMO energy: -0.3348 Eh
Relative energy (zero: lowest compared OMol25 entry of this formula, charge and spin): 12.8 kcal/mol
Charge: +1

Each line ends with the Mulliken charge.
Geometry (Å):
Au (-0.648, -1.178, 0.370)  1.822
C (0.642, -1.644, 5.765)  -0.947
O (0.591, -2.101, 4.399)  -0.356
C (-0.183, -1.523, 3.508)  0.562
O (-0.101, -1.945, 2.347)  -0.722
N (-0.987, -0.525, 3.911)  -0.069
N (-1.880, 0.054, 3.006)  -0.454
H (1.388, -2.268, 6.243)  0.253
H (-0.320, -1.795, 6.256)  0.379
H (0.959, -0.602, 5.805)  0.401
H (-1.067, -0.311, 4.894)  0.225
H (-1.853, 1.060, 3.118)  0.230
H (-2.822, -0.270, 3.200)  0.265
C (-1.416, -3.550, -2.734)  -0.924
C (-1.583, -4.214, -1.375)  -0.758
As (-2.185, -3.050, 0.060)  0.208
C (-2.243, -4.158, 1.656)  -0.302
C (-2.746, -5.580, 1.425)  -1.195
C (-3.963, -2.430, -0.389)  -0.433
C (-4.937, -3.509, -0.847)  -1.176
H (-1.054, -4.285, -3.452)  0.489
H (-0.700, -2.734, -2.686)  -0.091
H (-2.356, -3.145, -3.111)  0.312
H (-0.643, -4.653, -1.034)  0.503
H (-2.328, -5.012, -1.403)  0.579
H (-2.865, -3.617, 2.373)  0.393
H (-1.229, -4.160, 2.055)  0.346
H (-3.776, -5.607, 1.073)  0.255
H (-2.705, -6.134, 2.363)  0.405
H (-2.125, -6.117, 0.709)  0.313
H (-3.802, -1.677, -1.162)  0.289
H (-4.327, -1.904, 0.495)  0.503
H (-4.562, -4.057, -1.712)  0.263
H (-5.878, -3.045, -1.142)  0.406
H (-5.160, -4.226, -0.058)  0.275
N (-1.273, -0.597, -1.430)  -0.476
C (-0.992, 0.614, -1.743)  0.135
C (-1.306, 1.003, -3.147)  0.165
C (-1.098, 0.111, -4.196)  -0.352
C (-1.399, 0.486, -5.495)  -0.821
C (-1.923, 1.746, -5.751)  -0.419
C (-2.140, 2.636, -4.708)  -0.863
C (-1.827, 2.271, -3.408)  -0.104
C (-0.470, 1.680, -0.845)  0.369
C (-1.073, 1.905, 0.390)  0.269
C (-0.588, 2.891, 1.241)  -1.106
C (0.513, 3.649, 0.872)  -0.721
C (1.099, 3.447, -0.374)  -0.744
C (0.599, 2.485, -1.238)  -0.231
H (-0.682, -0.867, -3.994)  0.302
H (-1.219, -0.202, -6.310)  0.429
H (-2.156, 2.038, -6.766)  0.416
H (-2.547, 3.618, -4.906)  0.420
H (-1.989, 2.968, -2.597)  0.492
H (-1.956, 1.333, 0.650)  0.660
H (-1.066, 3.077, 2.196)  0.429
H (0.918, 4.398, 1.543)  0.457
H (1.950, 4.049, -0.666)  0.579
H (1.055, 2.337, -2.210)  0.592
O (6.021, 5.528, 3.107)  -0.678
S (4.808, 5.495, 2.326)  1.234
O (3.662, 4.888, 2.982)  -0.654
O (4.501, 6.679, 1.554)  -0.685
C (5.198, 4.284, 1.005)  0.016
N (6.121, 4.563, 0.079)  -0.480
C (6.265, 3.688, -0.900)  -0.414
C (5.493, 2.526, -1.017)  -0.666
C (4.600, 2.319, 0.017)  0.356
N (4.474, 3.183, 1.018)  -0.182
C (3.585, 1.242, 0.111)  1.324
C (3.233, 0.380, -0.923)  -0.894
C (2.086, -0.377, -0.794)  -0.405
N (1.350, -0.379, 0.325)  -0.399
C (1.770, 0.346, 1.372)  -0.346
C (2.853, 1.175, 1.300)  -0.744
H (7.015, 3.920, -1.650)  0.421
H (5.613, 1.855, -1.856)  0.414
H (3.771, 0.366, -1.860)  0.424
H (1.720, -0.982, -1.614)  0.378
H (1.167, 0.306, 2.268)  0.300
H (3.128, 1.829, 2.117)  0.553